Density functional theory data (the ωB97M-V functional and the def2-TZVPD basis) for C28H38NO7P in the gas phase at a distorted geometry.

The geometry in XYZ format:
```
75
Properties=species:S:1:pos:R:3:forces:R:3
C -2.81161 0.31098 4.17003 0.31 -0.03 -0.05
C -3.14578 1.41514 3.15245 0.04 -1.29 1.24
O -2.00750 1.52969 2.26683 0.04 0.56 -0.90
P -2.12232 2.75135 1.20362 -0.62 1.44 0.35
O -3.41596 3.42525 1.37824 -0.51 -0.19 -0.21
C -1.86795 2.24148 -0.52118 0.34 -0.66 -0.09
C -2.03800 0.72275 -0.84866 -0.23 0.98 0.63
C -0.84932 -0.18265 -0.52519 0.78 -1.28 -0.95
C -0.87420 -1.04180 0.76499 -0.93 0.50 0.69
C -2.26314 -1.50997 1.23566 0.22 -0.67 0.01
C -2.91498 -2.61147 0.38963 -0.01 0.47 0.09
O -4.20442 -2.90633 0.92380 0.13 -0.13 -0.18
C 0.58470 0.48161 -0.68034 -0.39 -0.85 1.36
C 1.07996 1.42134 0.44193 0.12 1.11 -1.23
C 2.57989 1.40010 0.66155 -0.92 -0.25 0.71
C 3.07616 1.20647 1.93496 -0.66 0.08 -0.34
C 4.43429 1.21431 2.13520 0.14 -0.27 1.83
C 5.33168 1.37762 1.12096 0.98 0.40 -0.92
C 6.82776 1.34766 1.32074 -0.13 -0.72 0.42
C 4.82817 1.58121 -0.16024 0.76 -0.07 0.51
C 3.47964 1.60155 -0.35325 -0.45 0.26 -1.69
N 1.50523 -0.65607 -0.75131 -0.31 -0.44 -1.46
C 0.90167 -1.54864 -1.67529 0.31 -0.20 0.84
O 1.48536 -2.37543 -2.33242 -0.81 0.52 0.56
C -0.65809 -1.27448 -1.63858 1.73 -0.38 -1.11
O -0.95840 -0.86037 -2.98812 -0.80 -0.14 0.12
C -1.68845 -1.80115 -3.69648 -1.34 -0.48 -0.39
O -2.89735 -1.76405 -3.75645 1.30 0.14 0.44
C -0.86557 -2.82935 -4.42183 -0.46 1.37 0.73
C -1.06576 -4.17425 -4.27160 -0.60 -0.17 0.25
C -0.22812 -5.01750 -4.95637 -0.18 -1.54 0.31
C 0.77272 -4.54629 -5.75115 1.10 0.08 -0.89
C 0.96334 -3.18863 -5.91266 0.19 -0.21 -0.21
C 0.13204 -2.34657 -5.23133 0.52 1.20 -0.35
O -0.94230 3.80258 1.56570 0.11 -1.35 -0.11
C -0.79403 4.05782 2.96848 0.61 0.26 0.77
C 0.26217 3.18782 3.65585 -0.12 0.26 0.17
H -3.24623 0.52245 5.14973 -0.12 0.00 -0.16
H -1.72926 0.23451 4.31815 -0.09 0.14 -0.03
H -3.15122 -0.67048 3.83682 -0.04 0.10 0.04
H -3.34519 2.33217 3.70246 0.12 0.21 -0.43
H -4.04630 1.10736 2.61993 0.12 0.40 -0.27
H -2.66751 2.74521 -1.06989 -0.02 0.18 0.36
H -0.93862 2.64414 -0.92815 0.01 -0.07 0.18
H -2.95537 0.41957 -0.33379 0.19 -0.29 -0.06
H -2.29275 0.70033 -1.91017 0.32 -0.28 0.05
H -0.26314 -1.94655 0.66539 0.00 0.13 -0.24
H -0.43278 -0.50262 1.60934 -0.03 0.11 -0.18
H -2.12145 -1.93778 2.23475 -0.11 0.06 -0.06
H -2.99537 -0.70997 1.35521 0.23 0.13 -0.08
H -2.99841 -2.30743 -0.66074 -0.08 -0.05 0.09
H -2.31245 -3.52596 0.42320 -0.09 0.04 0.02
H -4.84781 -2.39886 0.42175 -0.07 -0.05 0.07
H 0.54244 0.89373 -1.69617 0.46 0.57 0.33
H 0.55078 1.30317 1.38702 0.01 -0.28 -0.11
H 0.87294 2.44657 0.11055 -0.21 -0.09 0.24
H 2.36553 1.07748 2.74443 0.23 -0.06 0.14
H 4.76846 1.08195 3.16279 0.24 -0.02 -0.15
H 7.36078 1.44448 0.37490 -0.05 0.22 0.09
H 7.09526 0.36177 1.72213 0.10 0.15 0.00
H 7.18257 2.08166 2.04750 -0.06 0.08 -0.18
H 5.53530 1.71196 -0.97083 -0.20 0.05 -0.12
H 3.12614 1.76627 -1.36922 -0.14 -0.06 0.11
H 1.73074 -1.12750 0.11589 0.31 0.32 0.07
H -1.04928 -2.27457 -1.43183 -0.56 0.34 0.02
H -1.85610 -4.55372 -3.63525 0.02 0.02 -0.03
H -0.32709 -6.09340 -4.85450 -0.14 0.08 0.07
H 1.45142 -5.21468 -6.26950 -0.17 -0.17 0.10
H 1.75495 -2.80141 -6.54046 -0.03 -0.02 0.00
H 0.27645 -1.27635 -5.34043 -0.07 -0.04 0.17
H -1.73531 3.97000 3.51855 -0.16 -0.06 -0.41
H -0.47800 5.09850 3.07235 -0.16 -0.03 -0.22
H 0.09618 3.27369 4.73631 0.07 -0.02 -0.10
H 1.27372 3.55119 3.46116 -0.07 -0.19 -0.18
H 0.17440 2.13138 3.40243 -0.02 0.11 -0.07
```
Positions in Å, forces in eV/Å.

Its energy above the lowest of the compared OMol25 structures with the same formula, charge and spin is 0.0 kJ/mol. The LUMO energy is 0.5 eV. Its charge is 0.